{
  "formula": "C32H57NO6",
  "method": "ωB97M-V with the def2-TZVPD basis set",
  "symbols": ["C", "N", "C", "C", "C", "C", "C", "C", "C", "C", "C", "C", "C", "C", "O", "C", "C", "C", "O", "H", "H", "H", "H", "H", "H", "H", "H", "H", "H", "H", "H", "H", "H", "H", "H", "H", "C", "C", "O", "C", "C", "H", "H", "H", "H", "H", "H", "H", "H", "H", "H", "C", "C", "O", "C", "C", "H", "H", "H", "H", "H", "H", "H", "H", "H", "H", "C", "C", "O", "C", "C", "H", "H", "H", "H", "H", "H", "H", "H", "H", "H", "C", "C", "O", "C", "C", "H", "H", "H", "H", "H", "H", "H", "H", "H", "H"],
  "xyz": [[9.172, -2.140, 3.935], [9.835, -0.961, 4.477], [9.063, 0.265, 4.389], [8.599, 0.689, 3.009], [7.379, 1.169, 2.721], [6.301, 1.360, 3.753], [4.911, 0.891, 3.389], [4.525, -0.409, 3.717], [3.244, -0.876, 3.425], [2.301, -0.056, 2.805], [0.916, -0.534, 2.484], [2.683, 1.249, 2.481], [3.968, 1.706, 2.775], [7.116, 1.564, 1.307], [6.057, 1.425, 0.756], [8.272, 2.113, 0.563], [9.481, 1.659, 0.854], [9.595, 0.618, 1.902], [10.455, -0.224, 1.810], [9.042, -2.890, 4.714], [8.181, -1.912, 3.544], [9.738, -2.593, 3.128], [10.755, -0.840, 4.088], [9.688, 1.073, 4.773], [8.233, 0.165, 5.080], [6.242, 2.432, 3.959], [6.565, 0.889, 4.691], [5.217, -1.086, 4.202], [2.950, -1.883, 3.685], [0.415, -0.946, 3.357], [0.920, -1.325, 1.735], [0.324, 0.296, 2.115], [1.994, 1.926, 2.002], [4.221, 2.723, 2.504], [8.095, 2.812, -0.237], [10.364, 1.970, 0.324], [-0.012, -4.895, -2.098], [0.107, -3.561, -1.379], [1.086, -3.540, -0.358], [2.421, -3.768, -0.773], [2.947, -2.729, -1.748], [-0.149, -5.704, -1.379], [-0.864, -4.880, -2.777], [0.878, -5.120, -2.687], [-0.835, -3.338, -0.876], [0.282, -2.749, -2.095], [2.527, -4.777, -1.187], [3.013, -3.739, 0.142], [2.439, -2.781, -2.713], [4.011, -2.886, -1.925], [2.804, -1.724, -1.348], [-1.897, 0.527, -0.899], [-2.265, -0.295, 0.325], [-2.765, 0.475, 1.403], [-3.952, 1.200, 1.139], [-5.136, 0.327, 0.761], [-1.220, 1.337, -0.625], [-1.410, -0.102, -1.644], [-2.775, 0.972, -1.371], [-1.371, -0.789, 0.705], [-2.975, -1.088, 0.061], [-3.775, 1.959, 0.369], [-4.174, 1.736, 2.062], [-4.988, -0.159, -0.205], [-6.043, 0.930, 0.693], [-5.290, -0.456, 1.506], [-11.797, 1.241, -0.333], [-10.397, 1.640, -0.770], [-9.389, 1.322, 0.172], [-9.239, -0.053, 0.475], [-8.855, -0.905, -0.723], [-12.016, 1.644, 0.656], [-12.533, 1.626, -1.040], [-11.916, 0.158, -0.288], [-10.348, 2.723, -0.886], [-10.160, 1.206, -1.748], [-10.144, -0.442, 0.956], [-8.444, -0.101, 1.220], [-9.659, -0.960, -1.458], [-8.627, -1.922, -0.405], [-7.978, -0.487, -1.219], [-4.915, 2.028, -5.580], [-3.969, 2.171, -4.399], [-2.847, 1.311, -4.455], [-1.983, 1.489, -5.561], [-1.347, 2.868, -5.628], [-5.202, 0.985, -5.714], [-5.815, 2.621, -5.413], [-4.460, 2.373, -6.510], [-4.493, 1.899, -3.481], [-3.650, 3.213, -4.284], [-2.503, 1.258, -6.498], [-1.204, 0.736, -5.440], [-2.083, 3.646, -5.838], [-0.600, 2.897, -6.421], [-0.864, 3.111, -4.681]],
  "total_charge": 0,
  "gap_ev": 7.614,
  "spin_multiplicity": 1,
  "e_homo_ev": -8.421
}


{
  "formula": "C35H60BaClN7O11P2S2",
  "method": "ωB97M-V with the def2-TZVPD basis set",
  "symbols": ["Ba", "C", "N", "C", "P", "O", "O", "P", "O", "N", "C", "C", "N", "C", "C", "N", "C", "C", "H", "H", "H", "H", "H", "H", "H", "H", "H", "H", "H", "H", "H", "H", "H", "H", "H", "H", "H", "H", "H", "H", "H", "H", "C", "C", "C", "C", "Cl", "C", "C", "C", "O", "C", "C", "O", "O", "H", "H", "H", "H", "H", "H", "H", "H", "C", "C", "C", "C", "C", "C", "C", "S", "O", "O", "N", "C", "C", "C", "O", "O", "H", "H", "H", "H", "H", "H", "H", "H", "H", "H", "H", "H", "C", "S", "C", "O", "H", "H", "H", "H", "H", "H", "N", "C", "N", "C", "C", "C", "C", "C", "H", "H", "H", "H", "H", "H", "H", "H", "H", "H"],
  "xyz": [[1.295, 0.209, -0.345], [2.949, 0.232, 5.685], [3.105, 0.039, 4.271], [3.013, -1.383, 3.829], [3.222, 1.216, 3.093], [3.185, 0.631, 1.735], [1.858, 2.137, 3.520], [0.388, 2.320, 2.882], [0.255, 1.427, 1.719], [-0.591, 1.939, 4.208], [-1.597, 0.907, 4.118], [-0.305, 2.401, 5.555], [0.352, 3.887, 2.750], [-1.011, 4.397, 2.450], [1.498, 4.754, 2.542], [4.730, 2.084, 3.057], [5.394, 2.715, 4.178], [5.655, 1.961, 1.877], [3.492, 1.141, 6.036], [3.316, -0.685, 6.168], [1.843, 0.385, 5.915], [3.869, -1.857, 4.289], [3.056, -1.312, 2.702], [2.108, -1.862, 4.073], [-1.605, 0.400, 3.089], [-2.601, 1.343, 4.223], [-1.451, 0.137, 4.920], [0.366, 3.256, 5.424], [0.190, 1.647, 6.175], [-1.277, 2.702, 6.030], [-1.832, 3.763, 2.840], [-1.158, 4.409, 1.355], [-1.134, 5.405, 2.877], [1.252, 5.549, 1.807], [2.370, 4.194, 2.188], [1.814, 5.233, 3.461], [5.144, 3.772, 4.183], [6.490, 2.685, 4.099], [5.115, 2.386, 5.179], [5.178, 2.035, 0.909], [6.212, 1.008, 1.945], [6.464, 2.750, 1.971], [-1.894, -1.364, -6.562], [-2.702, -1.889, -5.389], [-3.458, -3.028, -5.434], [-4.104, -3.559, -4.321], [-5.175, -4.969, -4.413], [-3.813, -2.969, -3.066], [-2.846, -2.015, -2.903], [-2.461, -1.367, -4.084], [-1.658, -0.236, -3.994], [-2.032, 0.932, -3.192], [-1.223, 0.852, -1.950], [-0.239, 1.675, -1.848], [-1.501, -0.067, -1.134], [-1.389, -2.203, -7.031], [-1.120, -0.694, -6.223], [-2.593, -0.888, -7.275], [-3.670, -3.413, -6.444], [-4.309, -3.387, -2.175], [-2.548, -1.556, -2.003], [-3.082, 0.832, -2.868], [-1.847, 1.746, -3.910], [-8.300, -3.630, 2.168], [-6.897, -3.377, 2.479], [-5.899, -2.624, 1.697], [-4.594, -2.712, 2.075], [-4.183, -3.507, 3.120], [-5.106, -4.250, 3.854], [-6.465, -4.049, 3.598], [-2.644, -3.728, 3.881], [-2.307, -2.674, 4.821], [-2.637, -5.115, 4.378], [-1.544, -3.478, 2.762], [-1.502, -4.259, 1.575], [-0.654, -3.829, 0.410], [0.399, -2.696, 0.608], [0.433, -2.149, 1.743], [1.157, -2.487, -0.342], [-8.531, -4.706, 2.046], [-8.712, -3.124, 1.232], [-8.940, -3.342, 3.034], [-6.238, -2.030, 0.825], [-3.870, -2.073, 1.526], [-4.843, -4.891, 4.675], [-7.177, -4.488, 4.323], [-1.030, -2.571, 2.847], [-2.557, -4.346, 1.182], [-1.247, -5.267, 1.977], [-1.378, -3.659, -0.422], [-0.111, -4.721, 0.129], [0.391, 4.730, -2.717], [1.961, 5.594, -2.775], [1.614, 7.100, -1.740], [2.044, 6.199, -4.124], [0.002, 4.740, -3.705], [-0.254, 5.167, -2.019], [0.386, 3.671, -2.449], [1.528, 7.871, -2.448], [2.447, 7.184, -1.026], [0.763, 7.108, -1.073], [3.552, -0.036, -1.948], [3.866, -0.339, -3.046], [3.875, -0.557, -4.344], [3.429, 0.579, -5.151], [3.670, 0.491, -6.679], [3.451, -0.909, -7.201], [4.166, -1.940, -6.357], [4.021, -1.916, -4.833], [3.869, 1.495, -4.742], [2.380, 0.723, -4.906], [4.728, 0.823, -6.873], [3.040, 1.275, -7.097], [3.877, -0.911, -8.221], [2.416, -1.214, -7.363], [5.277, -2.040, -6.540], [3.848, -2.912, -6.686], [4.917, -2.398, -4.341], [3.161, -2.588, -4.563]],
  "total_charge": 0,
  "gap_ev": 8.072,
  "spin_multiplicity": 1,
  "e_above_lowest_kj_mol": 107.3,
  "e_homo_ev": -8.026
}


{
  "formula": "C18H21NO5S",
  "method": "ωB97M-V with the def2-TZVPD basis set",
  "symbols": ["C", "C", "O", "C", "C", "C", "C", "C", "N", "C", "O", "C", "C", "C", "C", "O", "C", "C", "C", "S", "O", "O", "C", "C", "C", "H", "H", "H", "H", "H", "H", "H", "H", "H", "H", "H", "H", "H", "H", "H", "H", "H", "H", "H", "H", "H"],
  "xyz": [[-4.503, -3.588, 0.148], [-4.884, -2.123, -0.042], [-3.967, -1.422, -0.858], [-2.758, -1.050, -0.355], [-1.881, -0.467, -1.270], [-0.635, -0.029, -0.876], [-0.225, -0.152, 0.446], [1.131, 0.310, 0.932], [1.816, 1.203, 0.019], [1.306, 2.386, -0.423], [1.870, 3.042, -1.288], [0.039, 2.879, 0.137], [-0.760, 3.844, -0.427], [-1.856, 4.011, 0.443], [-1.642, 3.148, 1.476], [-0.506, 2.465, 1.303], [3.079, 0.768, -0.552], [2.883, -0.476, -1.461], [4.106, -1.360, -1.388], [4.427, -1.317, 0.398], [3.390, -2.039, 1.086], [5.787, -1.638, 0.725], [4.116, 0.471, 0.531], [-1.100, -0.730, 1.353], [-2.350, -1.179, 0.969], [-3.546, -3.678, 0.657], [-4.424, -4.076, -0.820], [-5.265, -4.092, 0.736], [-5.832, -2.054, -0.584], [-5.006, -1.621, 0.926], [-2.205, -0.365, -2.294], [0.014, 0.425, -1.610], [1.765, -0.569, 1.088], [1.009, 0.797, 1.906], [-0.568, 4.352, -1.349], [-2.683, 4.679, 0.320], [-2.206, 2.941, 2.364], [3.414, 1.612, -1.164], [2.027, -1.050, -1.102], [2.672, -0.153, -2.481], [3.927, -2.377, -1.718], [4.979, -0.942, -1.880], [5.069, 0.955, 0.344], [3.770, 0.713, 1.530], [-0.799, -0.834, 2.386], [-2.995, -1.618, 1.714]],
  "total_charge": 0,
  "gap_ev": 9.016,
  "spin_multiplicity": 1,
  "e_above_lowest_kj_mol": 104.4,
  "e_homo_ev": -8.359
}